Record 1
{"formula": "C3H11NO", "method": "ωB97M-V/def2-TZVPD", "mol_weight_g_mol": 77.127, "e_homo_ha": -0.3540, "charge": 0, "lumo_energy_ev": 0.98, "largest_force_ev_per_a": 0.4, "smiles": "CCN.CO", "elements": ["H", "H", "H", "C", "H", "C", "O", "H", "H", "N", "H", "H", "H", "C", "H", "H"], "coordinates": [[-1.1512, -1.8870, 0.3172], [1.7497, -0.3397, -1.3571], [0.4238, -1.6004, 0.4890], [0.7778, -0.1927, -1.8278], [0.0461, -2.2084, -1.7870], [-0.2477, -1.2272, -1.4001], [-0.1564, 1.5251, 0.8820], [-1.2160, -0.9836, -1.8405], [-1.2192, 1.7620, 2.6518], [-0.4191, -1.2335, 0.0643], [0.4359, 0.8145, -1.5913], [0.9072, -0.2453, -2.9083], [0.3229, 0.8866, 2.7999], [-0.1924, 1.7018, 2.2843], [0.3201, 2.6340, 2.5170], [-0.3815, 0.5938, 0.7067]], "atomic_forces_ev_per_a": [[-0.079, 0.064, 0.033], [0.002, -0.099, 0.052], [0.137, 0.025, 0.079], [-0.241, 0.192, -0.193], [-0.037, -0.064, 0.030], [0.054, 0.058, 0.078], [-0.002, -0.003, 0.144], [0.020, 0.000, -0.011], [-0.058, 0.020, 0.120], [0.007, -0.175, -0.118], [0.046, -0.012, 0.124], [0.110, -0.029, -0.051], [0.012, 0.004, 0.111], [0.065, 0.031, -0.226], [-0.024, 0.015, 0.055], [-0.011, -0.029, -0.226]]}

=====

Record 2
{"formula": "C3H11NO", "method": "ωB97M-V/def2-TZVPD", "mol_weight_g_mol": 77.127, "e_homo_ha": -0.3616, "charge": 0, "lumo_energy_ev": 0.94, "largest_force_ev_per_a": 3.8, "elements": ["H", "H", "H", "H", "H", "H", "H", "N", "O", "C", "C", "H", "H", "H", "C", "H"], "coordinates": [[0.8344, 0.7892, -2.3467], [-0.6867, 1.3219, 0.3247], [2.2756, 0.4459, 0.0354], [-0.4606, -1.4190, -0.8775], [0.8810, -0.5665, -1.2344], [-2.0099, -1.3821, 0.9341], [0.2515, -0.0008, 1.1039], [1.1297, 0.4671, -1.4289], [2.7897, 0.1492, 0.8182], [-0.3613, -0.3170, -0.9084], [-1.8473, -0.3179, 1.1301], [3.5966, 0.6729, 0.7286], [-2.7820, 0.0932, 0.7326], [-1.9015, -0.0744, 2.1898], [-0.5950, 0.2452, 0.4657], [-1.1141, -0.1067, -1.6673]], "atomic_forces_ev_per_a": [[0.131, -0.652, -0.148], [0.221, 0.041, 0.416], [0.022, -0.170, 0.207], [1.109, -0.001, -0.027], [3.328, -0.369, -1.883], [0.515, -0.140, 0.470], [0.230, 0.270, -0.140], [-2.294, -1.481, 1.200], [0.150, 0.433, -0.349], [-1.990, 1.585, 0.455], [-1.080, 0.159, -0.388], [-0.056, -0.223, 0.239], [0.208, 0.373, -0.251], [0.263, -0.354, 0.092], [-0.814, -0.116, -0.030], [0.057, 0.645, 0.136]]}

=====

Record 3
{"formula": "C3H11NO", "method": "ωB97M-V/def2-TZVPD", "mol_weight_g_mol": 77.127, "e_homo_ha": -0.3729, "charge": 0, "lumo_energy_ev": 0.98, "largest_force_ev_per_a": 0.4, "smiles": "CCCO.N", "elements": ["O", "H", "H", "H", "H", "H", "C", "H", "H", "H", "H", "H", "H", "C", "N", "C"], "coordinates": [[-1.1474, -0.4905, -1.8689], [0.0860, -1.3577, 2.4471], [1.3725, -0.8020, 1.3815], [0.6924, -2.4156, 1.1545], [-0.0528, 1.9248, -0.0120], [0.7554, -0.1389, -1.1122], [0.4431, -1.3860, 1.4162], [0.2924, -1.8242, -1.2159], [-0.0334, 3.4270, -0.6827], [-0.8072, 0.1166, -2.5327], [0.9279, 3.0880, 0.6021], [-0.8689, 0.1953, 0.7329], [-1.5135, -1.4029, 0.4701], [-0.5921, -0.8213, 0.4540], [0.5349, 2.7107, -0.2492], [-0.0894, -0.8232, -0.9848]], "atomic_forces_ev_per_a": [[-0.047, 0.235, -0.127], [0.000, -0.092, -0.063], [-0.151, -0.099, -0.025], [-0.016, -0.013, 0.079], [-0.126, 0.048, 0.044], [-0.059, 0.082, 0.114], [0.144, 0.214, 0.018], [-0.071, -0.063, -0.076], [-0.047, -0.050, 0.083], [-0.084, -0.097, 0.014], [-0.047, 0.008, 0.036], [-0.058, 0.069, 0.094], [-0.047, -0.089, 0.098], [0.121, 0.034, -0.364], [0.216, 0.010, -0.199], [0.271, -0.195, 0.275]]}

=====

Record 4
{"formula": "C3H11NO", "method": "ωB97M-V/def2-TZVPD", "mol_weight_g_mol": 77.127, "e_homo_ha": -0.3616, "charge": 0, "lumo_energy_ev": 0.94, "largest_force_ev_per_a": 2.3, "smiles": "CC(C)N.O", "elements": ["H", "O", "H", "H", "H", "C", "H", "H", "H", "C", "H", "N", "H", "C", "H", "H"], "coordinates": [[0.9599, -1.4173, -1.3142], [1.6127, 2.9058, 1.6125], [-2.4404, -0.0504, -0.5591], [-1.4716, -1.1076, -1.5114], [0.5752, 0.8979, -0.9681], [0.7705, -1.4455, -0.2415], [-2.1275, -1.7920, -0.0682], [1.6740, -1.1002, 0.2587], [-0.5218, -0.6178, 1.2596], [-1.7297, -0.8644, -0.4659], [2.2433, 3.1639, 0.9401], [0.0403, 0.8685, -0.1182], [0.5609, -2.4750, 0.0519], [-0.3838, -0.5399, 0.1782], [1.0850, 2.2223, 1.1676], [-0.8469, 1.3517, -0.2221]], "atomic_forces_ev_per_a": [[-0.192, 0.037, -0.135], [-0.153, -0.105, 0.005], [-0.175, 0.060, 0.666], [-0.303, 0.032, 0.031], [-0.117, 0.097, -0.484], [-0.438, -0.120, 0.429], [-0.451, 0.125, 0.277], [0.059, -0.132, 0.088], [0.251, 0.092, 0.075], [1.327, -0.860, -1.618], [0.209, 0.147, -0.070], [-0.932, -0.715, 1.018], [0.161, -0.035, -0.064], [0.359, 0.943, 0.103], [-0.091, -0.147, 0.017], [0.487, 0.582, -0.337]]}

=====

Record 5
{"formula": "C3H11NO", "method": "ωB97M-V/def2-TZVPD", "mol_weight_g_mol": 77.127, "e_homo_ha": -0.3503, "charge": 0, "lumo_energy_ev": 0.82, "largest_force_ev_per_a": 4.1, "smiles": "CC(C)N.O", "elements": ["H", "C", "H", "C", "H", "H", "H", "H", "N", "H", "C", "H", "O", "H", "H", "H"], "coordinates": [[1.5998, -1.5243, 1.1974], [1.2718, -0.7765, 0.4137], [-4.4462, 0.8841, -0.6752], [2.1908, 0.4072, 0.5008], [0.3081, -2.0591, -0.9535], [1.9332, 1.3471, -0.0684], [-0.2248, -0.2486, 1.7991], [2.0949, -1.8654, -1.3344], [-0.1248, -0.4095, 0.7712], [2.1659, 0.9159, 1.5794], [1.1823, -1.3827, -0.9977], [-0.3940, 0.5280, 0.4628], [-3.8714, 1.7371, -0.6788], [1.0901, -0.5629, -1.8742], [-3.4313, 1.7910, 0.1635], [3.2798, 0.2766, 0.2342]], "atomic_forces_ev_per_a": [[-0.341, 0.496, -1.117], [-0.609, 0.208, 0.033], [1.716, 2.318, 0.240], [1.616, 3.289, 1.826], [0.608, 0.276, -0.610], [-0.402, -1.308, -0.150], [0.410, -0.660, -0.910], [0.107, -0.524, 0.386], [-0.417, 0.617, 1.785], [0.227, -1.521, -1.821], [-0.111, 1.397, -1.345], [0.419, -0.324, -0.714], [-1.791, -2.076, -0.753], [-0.421, -1.516, 2.240], [0.082, -0.245, 0.516], [-1.093, -0.427, 0.396]]}

=====

Record 6
{"formula": "C3H11NO", "method": "ωB97M-V/def2-TZVPD", "mol_weight_g_mol": 77.127, "e_homo_ha": [-0.5855, -0.5905], "s2": 0.754, "charge": 1, "lumo_energy_ev": [-2.91, -7.15], "largest_force_ev_per_a": 1.4, "spin_multiplicity": 2, "elements": ["C", "H", "H", "H", "H", "H", "H", "H", "N", "O", "H", "C", "C", "H", "H", "H"], "coordinates": [[-0.1756, 0.8331, -2.0705], [0.6600, 0.7778, -2.7799], [-1.0175, -2.2494, 1.3905], [-0.3342, 1.8809, -1.8213], [1.5236, 0.0123, 0.5464], [-0.1849, -0.8662, -0.7863], [-1.0557, 0.4143, -2.5550], [-0.9181, 0.0684, 1.6336], [0.1261, 0.1049, -0.8852], [-0.1450, -2.1323, 0.9962], [0.1368, 1.3732, 2.2474], [-0.3620, 0.9567, 1.3806], [0.7084, 0.6689, 0.2880], [1.1340, 1.6225, 0.0079], [0.3434, -2.8828, 1.3500], [-1.0767, 1.5888, 0.8499]], "atomic_forces_ev_per_a": [[-0.292, 0.146, -0.094], [0.107, -0.073, 0.058], [-0.061, 0.027, -0.059], [0.059, 0.057, -0.004], [0.107, -0.449, 0.682], [0.154, -0.049, 0.001], [0.035, -0.055, -0.028], [0.159, -0.304, 0.314], [-0.424, -0.357, 0.206], [-0.235, -0.084, 0.016], [-0.212, 0.306, -0.013], [-0.041, -0.586, -1.302], [0.148, 0.654, -0.220], [0.191, 0.264, -0.141], [0.248, -0.061, -0.132], [0.059, 0.567, 0.716]]}

=====

Record 7
{"formula": "C3H11NO2", "method": "ωB97M-V/def2-TZVPD", "mol_weight_g_mol": 93.126, "e_homo_ha": -0.3048, "charge": 0, "lumo_energy_ev": 0.82, "largest_force_ev_per_a": 1.2, "smiles": "C=CNC.O.O", "elements": ["H", "H", "C", "H", "H", "H", "H", "C", "C", "O", "H", "N", "H", "O", "H", "H", "H"], "coordinates": [[-1.8856, -1.0603, 1.5478], [-2.2826, 0.4207, 2.4744], [-2.5515, -0.2026, 1.6185], [0.0500, 2.1502, -1.2684], [4.3841, -1.8350, -0.5191], [-3.5662, -0.5700, 1.7427], [1.1171, -0.5747, -1.7839], [-0.9115, 2.0304, -0.8060], [-1.2453, 0.8944, -0.1839], [4.9548, -2.4409, 0.0002], [-3.1770, 1.2624, 0.3272], [-2.4456, 0.5695, 0.3810], [-1.4688, 2.9463, -0.6393], [1.9708, -0.6984, -1.3920], [5.5932, -2.8373, -0.6125], [1.9891, -0.1340, -0.6351], [-0.5250, 0.0792, -0.2515]], "atomic_forces_ev_per_a": [[0.067, -0.038, 0.165], [0.052, -0.226, 0.217], [0.481, 0.286, -0.502], [0.182, -0.159, -0.199], [0.590, -0.698, 0.254], [-0.067, 0.015, -0.046], [-0.693, 0.107, -0.370], [-0.129, 0.393, 0.906], [0.665, 0.028, -0.761], [-0.245, 0.376, -0.415], [0.268, 0.236, -0.208], [-1.027, -0.256, 0.474], [-0.259, -0.123, -0.336], [0.783, -0.694, -0.379], [-0.420, 0.323, 0.118], [-0.022, 0.619, 0.772], [-0.226, -0.188, 0.309]]}

=====

Record 8
{"formula": "C3H11NO2", "method": "ωB97M-V/def2-TZVPD", "mol_weight_g_mol": 93.126, "e_homo_ha": -0.2935, "charge": 0, "lumo_energy_ev": -4.60, "largest_force_ev_per_a": 5.2, "elements": ["C", "H", "H", "C", "H", "N", "O", "H", "H", "C", "H", "O", "H", "H", "H", "H", "H"], "coordinates": [[-0.2037, -0.8203, -0.6773], [0.4657, -1.6311, -0.9892], [2.2343, 0.8594, 2.3775], [-0.9168, 0.5741, 1.3055], [-0.9902, 0.7614, 2.3928], [1.7609, 1.0544, 1.5594], [-1.5429, -1.0787, -1.2241], [-0.5431, 1.5186, 0.9334], [0.0555, -1.4938, 1.3742], [-0.1080, -0.6007, 0.8611], [-1.3613, -0.9056, -2.1913], [-0.3020, -0.5043, -3.2892], [-0.0171, -0.0131, -4.0583], [0.1456, 0.1066, -1.1719], [0.8715, 0.0729, 0.9550], [2.3406, 1.6485, 1.0161], [-1.8890, 0.4515, 0.8265]], "atomic_forces_ev_per_a": [[-0.771, -0.755, 0.395], [-0.061, 0.188, 0.169], [1.330, -1.642, 2.021], [-0.696, -0.156, 1.275], [-0.080, -0.581, -0.500], [-3.803, 0.487, -1.303], [1.402, 0.440, 1.815], [0.262, 0.102, -0.461], [0.518, -1.006, 1.409], [-3.186, 0.630, -4.001], [0.087, 0.291, 0.006], [0.341, -0.225, 0.089], [-0.080, 0.296, -0.160], [0.147, -0.049, -0.343], [4.110, 2.275, 1.115], [0.850, -0.180, -1.594], [-0.368, -0.115, 0.067]]}

=====

Record 9
{"formula": "C3H11NO2", "method": "ωB97M-V/def2-TZVPD", "mol_weight_g_mol": 93.126, "e_homo_ha": -0.3322, "charge": 0, "lumo_energy_ev": 0.58, "largest_force_ev_per_a": 1.8, "smiles": "CCNCO.O", "elements": ["O", "N", "H", "H", "C", "H", "H", "H", "H", "H", "H", "H", "C", "H", "O", "H", "C"], "coordinates": [[-0.8929, -0.6127, 2.0202], [-0.4067, -0.9434, -0.2811], [-0.4593, 1.1000, -1.9641], [-0.3896, -1.9356, -0.1190], [-0.0277, -0.3112, 0.9544], [-0.4344, -0.6428, 2.8583], [3.1729, 1.5294, 1.5425], [0.0347, 0.7564, 0.7336], [-0.8082, -0.2722, -2.9578], [0.9745, -0.6846, 1.1808], [-2.1548, -1.2875, -1.3310], [-2.0775, 1.0099, -2.5178], [-1.2499, 0.3806, -2.2120], [4.5221, 1.0659, 2.0761], [4.0261, 1.1930, 1.2395], [-2.2519, 0.0937, -0.2744], [-1.5774, -0.4390, -0.9484]], "atomic_forces_ev_per_a": [[-0.950, -0.012, 0.078], [0.670, 0.081, 0.926], [0.021, -0.064, 0.038], [-0.325, -0.247, -0.304], [0.913, -0.221, -1.114], [0.277, 0.066, 0.086], [0.099, -0.031, -0.176], [-0.137, 0.224, 0.347], [-0.381, 0.043, -0.382], [0.099, 0.171, 0.123], [-0.078, -0.062, 0.352], [-0.340, -0.382, -0.491], [0.996, 0.602, 1.373], [-0.344, 0.083, -0.815], [0.236, -0.053, 0.992], [0.115, 0.156, 0.060], [-0.871, -0.353, -1.095]]}

=====

Record 10
{"formula": "C3H11NO2", "method": "ωB97M-V/def2-TZVPD", "mol_weight_g_mol": 93.126, "e_homo_ha": -0.2974, "charge": 0, "lumo_energy_ev": 0.69, "largest_force_ev_per_a": 3.8, "smiles": "C/C=C/N.O.O", "elements": ["C", "C", "H", "H", "H", "H", "H", "H", "O", "H", "H", "H", "C", "H", "N", "H", "O"], "coordinates": [[1.6958, -0.8371, 1.9482], [1.0618, -0.2563, 0.7150], [-1.3362, -2.5322, -1.5240], [1.1153, 2.3306, -1.2220], [1.1944, -0.4748, 2.8684], [-2.7577, 1.6718, -1.3401], [-1.6178, -1.6701, -0.2962], [-2.8129, 0.1570, -1.9185], [-1.3285, -1.6302, -1.2010], [1.3243, 1.8756, 1.0850], [2.6790, -0.3395, 2.1317], [1.4138, -1.8808, 1.9550], [0.8759, 1.0946, 0.4689], [0.9320, -0.8903, -0.1234], [0.3975, 1.6903, -0.7527], [0.3571, 0.8849, -1.4951], [-3.1939, 0.8066, -1.2992]], "atomic_forces_ev_per_a": [[-1.215, 2.078, 1.006], [-0.014, 3.829, -0.239], [-0.030, -0.195, -0.003], [-1.180, -0.909, 1.427], [-0.302, 0.007, -0.444], [0.204, -0.759, -0.335], [-0.222, 0.078, 0.606], [0.212, 0.858, 0.461], [0.214, 0.161, -0.770], [-0.536, -0.338, 0.586], [-0.006, -1.698, -0.468], [1.446, -0.554, 0.123], [1.484, -1.522, -0.532], [-0.553, -0.730, -0.585], [1.213, -1.960, -2.604], [-0.377, 1.801, 1.769], [-0.341, -0.146, 0.003]]}